No. 1
Here is a molecular structure, C13H17IMnN2 in a non-equilibrium geometry from the OMol25 dataset. Energies are from the ωB97M-V functional and the def2-TZVPD basis.

Each line ends with the Löwdin spin population.
Cartesian coordinates (Å):
C -0.40 0.94 3.20  -0.010
C -0.42 -0.74 3.24  -0.011
H 0.57 1.13 3.69  0.001
H -1.17 1.00 4.06  -0.001
H -0.85 1.80 2.61  -0.001
H -0.09 -1.77 2.89  -0.002
H 0.23 -0.65 4.16  -0.001
H -1.42 -0.85 3.64  0.000
C 0.42 2.58 -0.32  0.108
C 0.75 3.39 -1.40  0.157
C 0.99 2.87 -2.65  0.000
C 0.84 1.50 -2.78  0.158
H 0.23 2.99 0.67  0.002
H 0.83 4.47 -1.24  0.005
H 1.27 3.50 -3.50  -0.002
H 0.98 1.03 -3.75  0.004
N 0.34 1.26 -0.45  -0.002
C 0.54 0.69 -1.68  0.093
C 0.40 -0.74 -1.70  0.086
N 0.14 -1.30 -0.49  -0.006
C -0.01 -2.64 -0.38  0.102
C 0.41 -2.94 -2.74  0.002
C 0.13 -3.44 -1.50  0.140
H -0.24 -3.02 0.60  0.002
H 0.02 -4.53 -1.37  0.004
C 0.52 -1.55 -2.83  0.157
H 0.70 -1.09 -3.81  0.004
H 0.53 -3.58 -3.63  -0.002
Mn 0.06 -0.06 1.07  2.024
C -1.95 -0.01 1.14  -0.093
H -2.29 -1.05 0.95  0.001
H -2.29 0.67 0.33  0.003
H -2.32 0.33 2.13  -0.001
I 2.55 -0.19 1.83  0.081

Multiplicity: 4
HOMO energy (alpha / beta), eV: -14.699 / -14.709
⟨S²⟩: 3.85
HOMO-LUMO gap (alpha / beta), eV: 6.2 / 2.6
Net charge: +2

No. 2
Here is a molecular structure, C13H17IN2O3PbS in a non-equilibrium geometry from the OMol25 dataset. Energies are from the ωB97M-V functional and the def2-TZVPD basis.

Each line ends with the Löwdin charge.
Cartesian coordinates (Å):
C -4.35 -0.54 1.15  -0.226
C -3.51 0.29 2.14  -0.246
H -4.43 -0.06 0.17  0.058
H -5.37 -0.65 1.54  0.073
H -3.97 -1.56 1.00  0.002
H -2.75 0.93 1.67  -0.021
H -4.15 0.98 2.70  0.071
H -3.02 -0.35 2.88  0.072
C -0.49 0.07 -3.00  -0.155
C 0.40 -0.01 -4.07  -0.032
C 1.65 0.60 -3.93  -0.037
C 1.97 1.24 -2.73  0.005
H -1.48 -0.39 -3.06  0.063
H 0.11 -0.58 -4.95  0.115
H 2.38 0.54 -4.72  0.112
H 2.94 1.69 -2.56  0.108
N -0.18 0.66 -1.84  -0.024
C 1.04 1.22 -1.67  -0.215
C 1.38 1.71 -0.31  -0.206
N 0.59 1.29 0.70  0.011
C 0.90 1.58 1.97  -0.112
C 2.81 2.86 1.28  -0.040
C 2.00 2.37 2.31  -0.033
H 0.26 1.17 2.74  0.116
H 2.19 2.60 3.36  0.110
C 2.50 2.51 -0.04  0.003
H 3.09 2.86 -0.88  0.105
H 3.65 3.51 1.49  0.111
Pb -1.32 -0.48 0.16  1.119
I -2.26 -2.89 -1.31  0.043
C 0.70 -3.78 0.91  -0.169
S 1.16 -2.06 1.04  0.396
O 2.48 -2.01 1.63  -0.314
O 1.04 -1.48 -0.33  -0.453
O 0.08 -1.45 1.91  -0.520
H 1.37 -4.23 0.17  0.070
H -0.35 -3.92 0.60  -0.025
H 0.90 -4.24 1.89  0.068

Relative energy (zero: lowest compared OMol25 entry of this formula, charge and spin), kcal/mol: 0.00
HOMO energy, eV: -8.107
HOMO-LUMO gap, eV: 7.5
Net charge: 0

No. 3
Here is a molecular structure, C13H17LiNO3P2 in a non-equilibrium geometry from the OMol25 dataset. Energies are from the ωB97M-V functional and the def2-TZVPD basis.

Each line ends with the Löwdin charge.
Cartesian coordinates (Å):
C 2.33 -1.91 0.04  -0.158
C 1.33 -2.25 -1.16  -0.404
P 0.25 -0.75 -1.70  0.845
C 1.29 0.18 -2.97  -0.317
C -0.05 0.22 -0.12  -0.310
C -1.34 -0.02 0.75  -0.337
P -2.50 -1.37 0.05  0.810
C -3.52 -2.14 1.45  -0.291
C -3.66 -0.43 -1.11  -0.352
C -1.63 0.75 2.07  -0.023
C -0.59 1.81 2.59  0.047
C 0.66 2.01 1.73  0.002
C 0.96 1.25 0.40  -0.028
C 2.36 1.76 -0.07  -0.302
O 2.98 1.93 -1.13  0.088
N 3.07 2.23 1.18  0.011
O 3.71 3.36 0.67  -0.032
C 1.95 2.93 1.91  -0.286
O 2.00 3.99 2.56  0.117
H 1.70 -1.86 1.01  0.085
H 3.12 -2.74 0.19  0.090
H 2.86 -0.92 -0.12  0.058
H 0.56 -3.01 -0.75  0.069
H 1.80 -2.72 -2.08  0.082
H 1.13 1.31 -3.01  0.056
H 1.16 -0.34 -3.99  0.046
H 2.40 0.04 -2.70  0.050
H -3.28 -1.56 2.40  0.033
H -4.62 -2.06 1.13  0.055
H -3.25 -3.24 1.49  0.044
H -4.54 0.07 -0.56  0.069
H -3.04 0.43 -1.57  0.056
H -4.02 -1.10 -1.96  -0.029
H -2.58 0.50 2.66  0.093
H -0.71 2.39 3.56  0.117
H 4.66 3.14 0.53  0.143
Li -2.96 -1.92 -3.37  0.802

HOMO energy, eV: -10.839
HOMO-LUMO gap, eV: 6.1
Net charge: +1